Molecular formula: C32H45BrF21O14P
Method: DFT, ωB97M-V/def2-TZVPD

XYZ file:
```
114
Properties=species:S:1:pos:R:3:lowdin_charge:R:1
F -4.250 -9.464 -4.638 0.17
O -1.661 -0.280 2.542 0.17
F -1.003 3.924 -5.554 0.18
H 2.527 5.667 1.212 0.09
C -2.631 -8.384 -6.011 -0.41
F -2.165 -9.649 -4.077 0.17
H 0.770 -2.132 -2.346 0.04
H 3.638 5.308 2.544 0.08
H -0.569 2.400 9.421 0.13
F -0.868 8.370 1.158 0.17
H -2.692 -5.271 -5.351 0.11
H 3.748 6.518 -5.309 0.08
C 0.797 0.154 4.572 -0.05
H -7.698 -2.612 -1.161 0.08
H -4.706 -5.703 -6.773 0.08
C -0.518 4.961 -4.884 -0.56
H 1.359 1.269 10.556 0.08
H 1.419 -6.765 -2.506 0.07
H -1.677 -6.108 -6.527 0.13
O 1.404 3.576 -4.421 0.16
H 0.810 0.109 2.412 0.11
C -6.958 -2.589 -0.361 -0.06
H 2.831 7.361 3.750 0.13
F -4.681 -2.417 -4.330 0.17
H 4.868 5.623 -4.268 0.08
F 3.010 2.357 6.183 0.16
O 1.093 1.465 7.834 0.16
O 2.129 0.951 -0.046 0.03
H 1.490 1.660 -1.898 0.12
H 1.560 0.927 4.649 0.06
C 2.854 5.680 -3.542 -0.19
H 0.689 -3.919 -0.531 0.11
O -2.056 -8.507 -7.051 0.17
P 3.737 -6.493 -2.026 0.48
O 1.504 5.800 -4.043 0.04
C 3.378 2.099 1.574 -0.55
H -6.556 -1.579 -0.295 0.08
H 3.000 6.559 -2.919 0.13
H 0.223 1.898 11.755 0.08
C 2.658 -0.149 -2.154 -0.06
H 1.893 5.240 2.805 0.07
C -3.010 -9.585 -5.114 -0.56
F -1.285 5.171 -3.808 0.17
H -5.093 -3.563 0.144 0.12
O 1.141 3.455 8.903 0.04
C 1.961 -6.027 -1.914 -0.54
C 1.471 2.593 7.959 -0.40
C -4.330 -2.427 -1.969 -0.41
H 2.835 -1.080 -1.612 0.08
F 4.449 2.872 1.695 0.17
C -0.111 -2.747 -2.166 -0.10
C 2.688 5.773 2.286 -0.06
H -0.529 -2.958 -3.148 0.06
F -1.779 -3.338 1.621 0.16
O 3.430 2.648 -0.773 0.16
C 2.705 7.233 2.676 -0.19
C 2.996 1.938 0.087 -0.40
C 1.564 -4.611 -2.354 -0.34
H 2.272 -0.387 -3.144 0.09
F -2.905 -3.400 -3.569 0.15
C -2.066 -2.650 2.737 -0.55
O -5.248 -3.376 -1.917 0.04
H 1.729 2.766 11.418 0.08
F 3.377 3.969 7.575 0.17
F -3.044 -1.241 -3.551 0.18
H -0.826 -2.235 -1.528 0.07
C 0.447 7.758 3.046 -0.40
H 2.925 4.795 -2.909 0.12
H 1.668 -6.180 -0.873 0.07
H -6.257 -4.606 -0.677 0.13
F -1.820 -3.440 3.786 0.17
O -3.006 -7.261 -5.423 0.03
H 0.714 0.199 -1.291 0.12
F -0.549 9.866 2.692 0.17
O 1.496 7.903 2.255 0.03
F -0.580 6.042 -5.663 0.17
C 0.949 -0.567 3.254 -0.19
H 3.717 4.752 -5.289 0.08
C 2.426 3.273 6.951 -0.55
H 1.932 -1.022 3.163 0.12
F -1.872 8.195 3.064 0.18
H 4.152 -5.541 -1.063 -0.10
H 3.507 7.767 2.171 0.13
O 0.384 7.147 4.071 0.17
C 0.374 -4.067 -1.566 -0.27
F -3.359 -2.356 2.731 0.17
C 0.215 2.979 9.905 -0.19
H 1.306 -4.630 -3.412 0.10
C -3.736 -2.361 -3.390 -0.55
C 0.927 2.178 10.972 -0.06
C 0.932 4.676 -4.432 -0.40
Br 4.350 -5.412 -3.888 0.18
C -2.685 -6.038 -6.122 -0.19
C -3.703 -5.737 -7.198 -0.05
H 0.909 -0.527 5.415 0.09
H -7.454 -2.823 0.581 0.08
C 1.669 0.708 -1.400 -0.17
C -5.861 -3.595 -0.624 -0.18
F -2.926 -10.717 -5.798 0.18
C 3.857 5.640 -4.673 -0.06
F 2.362 2.664 2.240 0.16
H -3.687 -6.498 -7.977 0.08
O -3.947 -1.724 -1.083 0.17
H -3.484 -4.772 -7.654 0.08
H -0.433 -4.802 -1.584 0.11
F 1.734 4.104 6.167 0.17
H 3.618 0.354 -2.267 0.08
H -0.182 0.626 4.648 0.09
F 3.646 0.922 2.147 0.17
C -1.216 -1.360 2.790 -0.41
O 0.018 -1.670 3.141 0.04
H 2.404 -3.931 -2.206 0.07
C -0.744 8.560 2.472 -0.56
H -0.228 3.881 10.320 0.13
```

Results
Kohn-Sham gap (eV): 9.63
SMILES string: CCOC(=O)C(F)(F)F.CCOC(=O)C(F)(F)F.CCOC(=O)C(F)(F)F.CCOC(=O)C(F)(F)F.CCOC(=O)C(F)(F)F.CCOC(=O)C(F)(F)F.CCOC(=O)C(F)(F)F.CCCCPBr